# 1
Molecular formula: C2CsF6O6S2
Method: DFT, the ωB97M-V functional and the def2-TZVPD basis

XYZ file:
```
17
Properties=species:S:1:pos:R:3:mulliken_charge:R:1
Cs -0.490 0.534 -1.059 1.054
C -4.351 -2.211 0.607 0.729
F -4.407 -2.329 1.911 -0.191
F -3.270 -2.896 0.262 -0.193
F -5.379 -2.637 0.006 -0.171
S -4.182 -0.338 0.156 1.125
O -4.173 -0.305 -1.358 -0.369
O -5.321 0.453 0.684 -0.422
O -2.864 0.052 0.642 -0.530
C 4.802 1.909 -0.519 0.576
F 4.475 2.102 -1.797 -0.236
F 6.146 1.778 -0.443 -0.212
F 4.445 3.004 0.139 -0.224
S 3.755 0.437 0.098 1.001
O 4.321 -0.698 -0.659 -0.661
O 4.160 0.394 1.502 -0.639
O 2.333 0.752 -0.173 -0.637
```

## Properties
2S+1: 2
HOMO (spin up / spin down) in eV: -8.696 / -8.692
Net charge: 0
⟨S²⟩: 0.766
Kohn-Sham gap (spin up / spin down) in eV: 7.746 / 2.020
Relative energy (zero: lowest compared OMol25 entry of this formula, charge and spin) in kJ/mol: 0.00
E_LUMO (spin up / spin down) in eV: -0.95 / -6.67



# 2
Molecular formula: C5H11O2
Method: DFT, the ωB97M-V functional and the def2-TZVPD basis

XYZ file:
```
18
Properties=species:S:1:pos:R:3:nbo_charge:R:1
C 2.615 1.082 -1.607 -0.601
C 1.199 1.114 -2.276 -0.618
H 2.895 1.924 -0.973 0.202
H 2.891 0.170 -1.078 0.214
H 3.423 1.070 -2.365 0.166
H 1.326 1.279 -3.392 0.176
H 0.588 1.792 -1.692 0.244
H 0.789 0.110 -2.233 0.213
C -1.620 -1.131 1.218 -0.513
C -0.965 -2.295 0.466 -0.621
C -0.788 0.171 1.053 0.750
O 0.446 0.072 0.928 -0.783
O -1.487 1.197 0.824 -0.796
H -2.680 -0.979 0.847 0.189
H -1.731 -1.474 2.251 0.185
H -0.065 -2.500 1.108 0.207
H -0.571 -2.038 -0.525 0.207
H -1.338 -3.348 0.541 0.178
```

## Properties
HOMO in eV: -3.850
Net charge: -1
Kohn-Sham gap in eV: 7.892
Relative energy (zero: lowest compared OMol25 entry of this formula, charge and spin) in kJ/mol: 88.21
E_LUMO in eV: 4.04



# 3
Molecular formula: H2INO3P
Method: DFT, the ωB97M-V functional and the def2-TZVPD basis

XYZ file:
```
8
Properties=species:S:1:pos:R:3:nbo_charge:R:1
N -0.235 -0.105 0.423 -1.186
O -0.952 -1.755 -1.549 -1.169
O -2.540 -1.234 0.463 -0.991
O -0.072 -2.742 0.647 -1.102
P -0.837 -1.639 -0.073 2.407
I -4.035 0.227 -0.003 0.309
H -0.788 0.584 -0.070 0.367
H 0.715 -0.059 0.082 0.364
```

## Properties
SMILES string: N[P@@](=O)([O-])OI
HOMO in eV: -5.039
Net charge: -1
Kohn-Sham gap in eV: 6.884
Relative energy (zero: lowest compared OMol25 entry of this formula, charge and spin) in kJ/mol: 106.60
E_LUMO in eV: 1.84



What did the third record say?
Molecular formula: H2INO3P
Method: DFT, the ωB97M-V functional and the def2-TZVPD basis

XYZ file:
```
8
Properties=species:S:1:pos:R:3:nbo_charge:R:1
N -0.235 -0.105 0.423 -1.186
O -0.952 -1.755 -1.549 -1.169
O -2.540 -1.234 0.463 -0.991
O -0.072 -2.742 0.647 -1.102
P -0.837 -1.639 -0.073 2.407
I -4.035 0.227 -0.003 0.309
H -0.788 0.584 -0.070 0.367
H 0.715 -0.059 0.082 0.364
```

## Properties
SMILES string: N[P@@](=O)([O-])OI
HOMO in eV: -5.039
Net charge: -1
Kohn-Sham gap in eV: 6.884
Relative energy (zero: lowest compared OMol25 entry of this formula, charge and spin) in kJ/mol: 106.60
E_LUMO in eV: 1.84



Which value of net charge does entry 2 give?
-1



Look up the net charge of the first one.
0